1:
Entry from OMol25: a 2-piece molecular cluster, C9H19N overall (ωB97M-V/def2-TZVPD).

Last column: natural (NBO) charge in e.
CARTESIAN COORDINATES (ANGSTROEM)
C 1.80064 0.46625 -0.61212  0.227
C 0.41586 0.68388 -0.19459  -0.188
C -1.84620 -0.00980 0.74106  -0.114
C -0.62771 -0.00176 -0.96558  -0.371
C 0.76570 -1.26898 1.40024  -0.460
C 2.36206 -0.82497 -1.11939  -0.683
C 2.70187 1.64826 -0.81082  -0.664
C -2.52918 1.33292 0.60126  -0.645
C -2.70220 -1.19954 0.34999  -0.638
N 0.60820 0.13511 1.12214  -0.390
H 0.20018 1.74843 -0.09807  0.204
H -1.55288 -0.12613 1.78130  0.206
H -1.13086 0.56271 -1.74538  0.206
H -0.48933 -1.05377 -1.18809  0.192
H 0.24929 -1.48803 2.33888  0.210
H 1.82091 -1.51136 1.57864  0.198
H 0.40339 -1.97380 0.63697  0.164
H 1.64285 -1.63818 -1.15263  0.221
H 2.78322 -0.69630 -2.11969  0.230
H 3.18247 -1.15556 -0.46727  0.222
H 2.90189 1.81800 -1.87395  0.223
H 2.27825 2.56180 -0.39644  0.221
H 3.67377 1.47378 -0.33478  0.217
H -3.36408 1.40362 1.30825  0.204
H -2.92043 1.48975 -0.40445  0.199
H -1.84260 2.14531 0.83966  0.211
H -3.09912 -1.09821 -0.66085  0.199
H -2.13505 -2.12992 0.40682  0.206
H -3.55090 -1.29348 1.03890  0.195

The HOMO energy (alpha / beta) is -8.01 / -7.48 eV. As for the net charge: 0.


2:
Entry from OMol25: one molecule with the formula C9H19N (ωB97M-V/def2-TZVPD).

Last column: natural (NBO) charge in e.
CARTESIAN COORDINATES (ANGSTROEM)
C 2.66042 1.12845 0.23970  -0.482
C 1.92633 0.01375 0.32899  0.046
C 2.59894 -1.32963 0.40865  -0.682
C 0.07039 0.04626 0.61441  0.180
C -0.17862 1.09072 1.69728  -0.631
N -0.36895 -1.22353 1.03544  -0.866
C -0.23064 0.44014 -0.78658  -0.197
C 0.04367 -0.54046 -1.91855  -0.631
C -1.99281 0.84102 -0.80618  -0.403
C -2.98467 -0.16155 -0.26034  -0.622
H 3.75108 1.11636 0.26901  0.194
H 2.20996 2.11136 0.12025  0.189
H 3.68637 -1.24829 0.54591  0.211
H 2.42201 -1.90912 -0.50359  0.211
H 2.22876 -1.91433 1.25781  0.226
H 0.50074 0.92546 2.53973  0.230
H -1.19967 1.04149 2.08414  0.205
H -0.01974 2.10146 1.31826  0.221
H -0.51710 -1.90224 0.30132  0.376
H -1.04861 -1.23808 1.78266  0.383
H 0.17268 1.42373 -1.02345  0.216
H -0.67380 -0.41460 -2.73513  0.218
H -0.00914 -1.59193 -1.62948  0.195
H 1.04527 -0.37620 -2.32290  0.225
H -2.17461 1.00774 -1.87223  0.190
H -2.12113 1.81117 -0.31820  0.192
H -2.79981 -1.17071 -0.63910  0.200
H -2.98867 -0.17553 0.83285  0.195
H -4.00866 0.09709 -0.56068  0.210

The HOMO energy is -8.02 eV. As for the structure (SMILES): C=C(C)[C@](C)(N)[C@@H](C)CC. As for the net charge: 0.


Energy ordering: 2 at the bottom, the next structure 314.6 kJ/mol above.


1:
Entry from OMol25: a 10-piece molecular cluster, C20H60O20 overall (ωB97M-V/def2-TZVPD).

Last column: Mulliken charge in e.
CARTESIAN COORDINATES (ANGSTROEM)
O 3.06439 -4.32956 -1.08314  -0.442
C 2.27857 -5.29174 -1.78599  -0.253
C 3.11186 -5.78164 -2.96974  -0.419
O 4.36207 -6.33210 -2.42637  -0.523
H 2.40673 -3.70370 -0.75000  0.199
H 1.96174 -6.08505 -1.10948  0.294
H 1.41283 -4.95966 -2.37124  0.178
H 3.29215 -5.00274 -3.71159  0.271
H 2.59257 -6.59262 -3.48615  0.330
H 4.30609 -6.02800 -1.51791  0.329
O -5.73501 -0.21932 -3.66377  -0.516
C -5.00286 -1.01229 -4.55615  -0.376
C -3.65236 -0.31722 -4.79223  -0.049
O -3.86954 0.92843 -5.45931  -0.543
H -5.64293 0.72221 -3.82956  0.333
H -4.62672 -1.94671 -4.13453  0.299
H -5.50995 -1.17714 -5.50663  0.294
H -3.02555 -0.93786 -5.45049  0.384
H -2.95624 -0.15057 -3.96466  -0.088
H -3.07239 1.46245 -5.44395  0.304
O -0.61776 -2.81962 2.24212  -0.486
C -0.59860 -4.16960 1.82923  -0.582
C -1.13541 -4.44851 0.45699  -0.569
O -0.21378 -4.15537 -0.59064  -0.391
H -0.40583 -2.27491 1.46348  0.200
H 0.44526 -4.51112 1.88796  0.299
H -1.09656 -4.70825 2.63735  0.436
H -2.10230 -3.95637 0.32225  0.294
H -1.30654 -5.52436 0.35484  0.359
H -0.59638 -3.79918 -1.39515  0.251
O 0.88450 -1.44688 0.38776  -0.369
C 0.69817 -0.09217 -0.01717  -0.571
C -0.71853 0.38304 0.31268  0.623
O -1.57629 -0.35908 -0.54945  -0.320
H 0.50617 -1.98431 -0.32125  0.133
H 1.37981 0.56728 0.52340  -0.031
H 0.85239 -0.00788 -1.09377  0.657
H -0.74788 1.47353 0.34491  -0.159
H -1.08540 0.09510 1.30180  0.035
H -1.68462 0.08619 -1.39881  -0.008
O -2.89510 3.71388 -4.70096  -0.567
C -1.99556 3.70174 -3.61545  -1.208
C -1.92128 2.33671 -2.89660  0.735
O -0.79144 1.55694 -3.23733  -0.587
H -2.42894 3.63260 -5.53650  0.351
H -1.08032 4.25586 -3.85973  0.368
H -2.25289 4.43097 -2.83341  0.297
H -2.88345 1.90678 -3.17781  0.489
H -1.82357 2.42089 -1.81089  -0.394
H -0.05454 2.12344 -2.96446  0.452
O 2.48841 2.66362 2.13020  -0.393
C 3.29627 3.17319 3.18905  -0.398
C 2.45296 3.45210 4.44783  -0.065
O 3.37825 3.73763 5.51612  -0.552
H 1.99541 1.92140 2.49673  0.087
H 4.09109 2.47493 3.46802  0.202
H 3.82934 4.08200 2.91599  0.380
H 1.73847 2.65656 4.65996  0.116
H 1.83895 4.33434 4.26188  0.203
H 3.35495 3.00057 6.13122  0.314
O -3.15906 2.48456 0.45632  -0.344
C -4.23385 1.71478 1.01436  -0.522
C -4.73703 0.63500 0.07330  -0.155
O -4.14883 -0.64901 0.28500  -0.610
H -3.30101 3.42495 0.56097  0.247
H -4.02011 1.43411 2.04526  0.257
H -5.06097 2.43676 1.01714  0.447
H -4.57955 0.80242 -0.99649  0.016
H -5.80458 0.47832 0.23280  0.357
H -3.20994 -0.59044 0.03590  0.310
O 5.29390 -1.28265 3.06796  -0.528
C 4.91018 -2.49979 2.34455  -0.564
C 4.91745 -2.22924 0.85118  -0.066
O 4.07589 -1.12526 0.48763  -0.420
H 5.09258 -1.41048 3.99614  0.294
H 5.71849 -3.21003 2.53981  0.348
H 3.98073 -2.64306 2.90134  0.323
H 4.61100 -3.17527 0.39777  0.039
H 5.92468 -1.95261 0.53997  0.344
H 3.56062 -0.99154 1.29034  0.249
O 0.39342 6.65601 -0.39221  -0.528
C 0.60802 5.55291 -1.24893  -0.538
C 0.30716 4.18232 -0.58357  0.239
O 0.70471 3.14653 -1.47143  -0.321
H 0.19949 7.39354 -0.97680  0.341
H -0.12069 5.55957 -2.07049  0.194
H 1.61140 5.63959 -1.67642  0.266
H -0.74069 4.11770 -0.30172  0.100
H 0.95360 4.19363 0.29908  0.014
H 1.65749 3.09815 -1.33392  0.260
O 0.16396 1.17535 3.41170  -0.535
C 0.83914 -0.06569 3.70760  0.536
C 0.12351 -0.91545 4.78959  -0.838
O -1.20123 -1.22938 4.42651  -0.555
H -0.65543 1.16583 3.92037  0.353
H 0.75325 -0.64153 2.78287  -0.311
H 1.89552 0.03901 3.96059  0.403
H 0.10751 -0.41515 5.76160  0.437
H 0.74133 -1.79266 5.01344  0.328
H -1.08500 -1.68069 3.57139  0.497

The HOMO energy is -9.76 eV. As for the structure (SMILES): OCCO.OCCO.OCCO.OCCO.OCCO.OCCO.OCCO.OCCO.OCCO.OCCO. As for the net charge: 0.


2:
Entry from OMol25: a 10-piece molecular cluster, C20H60O20 overall (ωB97M-V/def2-TZVPD).

Last column: Mulliken charge in e.
CARTESIAN COORDINATES (ANGSTROEM)
O 10.69622 7.82913 12.05084  -0.388
C 9.75865 6.84291 12.39281  -0.568
C 8.34037 7.45239 12.07135  -0.466
O 8.18912 8.64318 12.72650  -0.340
H 10.66432 8.48388 12.69940  0.125
H 9.90032 5.89875 11.89606  0.411
H 9.74782 6.61690 13.47758  0.304
H 7.55477 6.74247 12.41698  0.334
H 8.16967 7.56250 10.97740  0.271
H 8.25780 8.54901 13.67035  0.204
O 12.94498 12.12532 12.72689  -0.120
C 13.27489 11.35715 13.88402  -0.283
C 12.61631 10.03581 13.71048  0.100
O 11.18306 10.22590 13.73278  0.265
H 12.22490 12.69335 12.94216  0.069
H 14.35390 11.29959 13.93085  0.494
H 12.78543 11.84934 14.72864  -0.072
H 12.81318 9.28189 14.48972  0.451
H 12.85998 9.55802 12.77950  -0.483
H 10.87412 10.92198 13.03504  -0.066
O 11.40287 10.15390 10.05408  0.027
C 12.80477 10.04484 9.65312  -0.078
C 13.35538 8.65842 10.01105  -0.449
O 14.67422 8.52450 9.66199  -0.568
H 11.05662 9.32076 10.39309  -0.018
H 12.74207 10.27648 8.52371  0.341
H 13.28005 10.92134 10.15374  -0.032
H 12.72899 7.86341 9.53233  0.354
H 13.20905 8.51930 11.07377  0.118
H 14.76662 8.69233 8.76081  0.341
O 9.49018 13.32048 16.90176  -0.607
C 10.61470 14.14103 16.60604  -0.973
C 10.79992 14.51231 15.10731  -0.121
O 10.90113 13.43507 14.27432  0.501
H 9.79228 12.38125 16.83617  0.366
H 10.58002 15.13336 17.08862  0.407
H 11.49918 13.63425 16.90644  0.516
H 11.72380 15.13044 15.10159  0.406
H 10.06152 15.19452 14.73951  -0.058
H 10.04146 13.00284 14.02771  -0.437
O 7.58601 9.84756 15.14064  -0.566
C 7.83344 10.24109 16.43910  -0.259
C 9.27177 10.06658 16.86505  -0.630
O 10.27079 10.84530 16.22387  -0.506
H 7.77392 10.61633 14.62395  0.187
H 7.54457 11.33030 16.61256  0.077
H 7.26916 9.61682 17.16956  0.407
H 9.48886 9.01789 16.67258  0.451
H 9.35067 10.25048 17.90694  0.471
H 10.44510 10.50144 15.31860  0.298
O 8.57825 17.33875 16.22528  -0.531
C 7.78204 16.89822 15.06499  -0.438
C 6.92280 15.73624 15.54634  -0.577
O 7.61496 14.53767 15.39882  -0.423
H 9.23708 17.94034 15.86911  0.290
H 7.18846 17.73710 14.77978  0.476
H 8.38946 16.43438 14.27330  0.228
H 6.01285 15.60871 14.88102  0.323
H 6.80731 15.93646 16.58797  0.320
H 7.99218 14.25866 16.27598  0.170
O 6.54440 11.46969 6.67444  -0.547
C 7.18432 10.24951 7.06021  -0.609
C 8.63095 10.58232 7.56687  0.405
O 9.57768 10.76781 6.53569  -0.678
H 7.05264 11.92260 5.99188  0.347
H 6.55665 9.79177 7.84280  0.326
H 7.29097 9.54770 6.25994  0.317
H 8.89150 9.70162 8.20565  0.061
H 8.56067 11.43380 8.19759  -0.013
H 10.25834 11.32122 6.96118  0.473
O 12.76940 13.45790 9.36024  -0.335
C 13.18860 14.35966 10.35775  -0.447
C 14.56036 14.02920 10.94734  -0.522
O 15.43334 14.31578 9.82371  -0.557
H 13.50957 13.32330 8.78464  0.249
H 13.27044 15.41948 10.02392  0.386
H 12.49152 14.33179 11.21909  0.008
H 14.62592 13.04700 11.33281  0.359
H 14.79691 14.71276 11.76995  0.391
H 16.31093 13.99269 10.07041  0.313
O 8.02048 12.36098 13.68646  0.095
C 7.60575 12.48284 12.34770  -1.112
C 8.57972 11.64150 11.52284  0.944
O 9.87985 12.07762 11.81500  -0.315
H 7.60517 12.97716 14.27356  0.124
H 6.69403 11.91070 12.11885  0.308
H 7.67038 13.48923 11.98542  0.624
H 8.33325 11.75791 10.48315  -0.264
H 8.46091 10.55746 11.76464  -0.208
H 10.57841 11.69673 11.19336  -0.198
O 10.55478 12.93610 7.95946  -0.382
C 10.30278 14.30968 7.62234  -0.410
C 8.90952 14.23903 6.94752  -0.430
O 8.88570 13.59956 5.69558  -0.636
H 11.34721 12.91887 8.45483  0.272
H 10.25531 14.96856 8.49140  0.306
H 11.07219 14.70920 7.00598  0.349
H 8.55983 15.29579 6.74734  0.361
H 8.24526 13.67334 7.62798  0.188
H 9.29712 12.73150 5.72867  0.413

The HOMO energy is -9.47 eV. As for the structure (SMILES): OCCO.OCCO.OCCO.OCCO.OCCO.OCCO.OCCO.OCCO.OCCO.OCCO. As for the net charge: 0.


Energy ordering: 2 at the bottom, the next structure 269.3 kJ/mol above.


1:
Entry from OMol25: a 2-piece molecular cluster, C3H10N2 overall (ωB97M-V/def2-TZVPD).

Last column: Löwdin spin population.
CARTESIAN COORDINATES (ANGSTROEM)
C -0.52407 0.64917 -2.76428  0.000
N -0.95550 1.67086 -3.39100  0.002
H -1.20199 -0.15934 -2.49641  0.000
H 0.54913 0.47004 -2.93019  0.000
H -0.24660 2.40649 -3.38255  0.000
C -0.69041 -0.02688 1.63721  0.016
C 0.50847 -0.98477 1.40289  0.125
N 1.46937 -1.02375 2.53242  0.722
H -0.42458 0.99127 1.88783  0.002
H -1.40502 -0.10446 0.79686  0.002
H -1.19809 -0.48429 2.48625  0.002
H 0.25797 -2.04119 1.20007  0.039
H 1.07452 -0.56918 0.55699  0.047
H 1.01466 -0.84465 3.44175  0.025
H 1.76464 -2.00154 2.63367  0.017

As for the expectation value of S²: 0.75. The spin multiplicity is 2. The HOMO energy (alpha / beta) is -12.34 / -12.33 eV. As for the net charge: +1.


2:
Entry from OMol25: an isolated ion of composition C3H10N2 and charge +1 (ωB97M-V/def2-TZVPD).

Last column: Löwdin spin population.
CARTESIAN COORDINATES (ANGSTROEM)
N -1.24861 -0.76141 -0.70246  0.141
C 0.07990 -0.67852 -0.04713  0.026
C -0.05694 -1.20243 1.38216  0.005
C 0.87532 0.66709 -0.24996  0.063
N 0.00653 1.68770 -0.79443  0.699
H -1.12258 -0.27452 -1.66939  0.001
H -1.72906 0.04547 -0.13649  -0.003
H 0.58977 -1.56059 -0.63411  0.002
H 0.67751 -2.00199 1.39513  0.000
H -0.96728 -1.71569 1.71831  0.001
H 0.00625 -0.26937 1.92472  0.003
H 1.54541 1.09186 0.53560  0.033
H 1.60763 0.43589 -1.04065  0.001
H 0.31564 2.27058 -1.52178  0.017
H -0.57948 2.26593 -0.15950  0.011

As for the expectation value of S²: 0.76. The spin multiplicity is 2. The HOMO energy (alpha / beta) is -15.34 / -14.74 eV. As for the net charge: +1.


Energy ordering: 2 at the bottom, the next structure 41.6 kJ/mol above.


1:
Entry from OMol25: C5H6OS as an isolated structure (ωB97M-V/def2-TZVPD).

Last column: natural (NBO) charge in e.
CARTESIAN COORDINATES (ANGSTROEM)
C 0.31742 1.31791 0.05957  -0.268
C 1.49273 0.89278 -0.37859  -0.301
C -1.62417 -0.20023 -0.66705  0.404
C 0.50277 -1.32298 0.51948  -0.520
C -0.69889 0.28945 0.42709  -0.273
O -2.65339 -0.82183 -0.55094  -0.523
S 1.91310 -0.82398 -0.49481  0.249
H -0.03980 2.33051 0.11140  0.231
H 2.21234 1.48397 -0.73930  0.209
H -1.06865 -0.23327 -1.64422  0.106
H 0.88770 -1.12069 1.58738  0.224
H -0.12263 -2.18131 0.36637  0.236
H -1.11853 0.38967 1.40362  0.225

The HOMO energy is -8.47 eV. As for the net charge: 0.


2:
Entry from OMol25: a 2-piece molecular cluster, C5H6OS overall (ωB97M-V/def2-TZVPD).

Last column: natural (NBO) charge in e.
CARTESIAN COORDINATES (ANGSTROEM)
C 3.00218 -0.34879 0.39814  -0.794
C 1.90467 0.23206 0.76304  0.731
O 0.90781 0.77804 1.02965  -0.462
H 3.43032 -0.38526 -0.54753  0.264
H 3.70301 -0.53117 1.23600  0.263
C -1.37137 1.52173 -1.21341  -0.689
C -1.22620 0.09280 -1.10498  -0.001
C -1.11993 -1.08239 -0.87389  -0.242
S -0.90267 -2.73519 -0.39930  0.064
H -0.29008 1.89956 -1.10131  0.247
H -1.79865 1.87274 -2.15574  0.241
H -1.96478 1.83172 -0.21324  0.244
H -2.13873 -3.17555 -0.62703  0.135

The HOMO energy is -8.59 eV. As for the structure (SMILES): C=C=O.CC#CS. As for the net charge: 0.


Energy ordering: 1 at the bottom, the next structure 70.2 kJ/mol above.


1:
Entry from OMol25: one molecule with the formula C5H6OS (ωB97M-V/def2-TZVPD).

Last column: natural (NBO) charge in e.
CARTESIAN COORDINATES (ANGSTROEM)
C -0.23029 -1.23609 -0.49895  -0.285
C 0.52470 -1.20569 0.55466  0.092
C -0.86240 -0.01896 -1.13654  -0.471
C 1.31377 -1.18879 1.57972  -0.474
C -0.25996 1.24357 -0.64471  -0.481
O -0.30526 3.38023 0.74642  -0.916
S -1.10408 2.21440 0.36562  1.164
H -0.47782 -2.18535 -0.95502  0.229
H -0.74550 -0.10038 -2.22191  0.231
H -1.93276 -0.02637 -0.90587  0.224
H 0.94575 -1.25309 2.59088  0.224
H 2.38255 -1.11570 1.45757  0.223
H 0.75130 1.49221 -0.93186  0.240

The HOMO energy is -9.32 eV. As for the net charge: 0.


2:
Entry from OMol25: one molecule with the formula C5H6OS (ωB97M-V/def2-TZVPD).

Last column: natural (NBO) charge in e.
CARTESIAN COORDINATES (ANGSTROEM)
C 2.80396 0.94875 0.43294  -0.493
C 2.70611 -0.25458 -0.15020  0.123
O 1.62511 -1.11678 -0.09511  -0.473
C 0.35171 -0.66969 0.01628  0.249
C -0.15885 0.53345 -0.31661  -0.415
C -1.60150 0.76832 -0.33040  -0.274
S -2.82074 -0.18208 0.20647  -0.014
H 3.71669 1.55074 0.36055  0.227
H 1.95224 1.31833 1.09640  0.218
H 3.58588 -0.69123 -0.72881  0.203
H -0.31309 -1.45650 0.30685  0.212
H 0.42405 1.45732 -0.58133  0.235
H -1.84341 1.71142 -0.90831  0.199

The HOMO energy is -8.59 eV. As for the structure (SMILES): C=CO/C=C/C=S. As for the net charge: 0.


Energy ordering: 2 at the bottom, the next structure 41.0 kJ/mol above.